Record 1
31
Properties=species:S:1:pos:R:3:mulliken_charge:R:1 method="wB97M-V/def2-TZVPD" s_squared=9.35 total_charge=0 gap_ev="9.659 / 9.763" homo_energy_ev="-10.205 / -10.185" multiplicity=6 largest_force_ev_per_a=3.1
Dy -0.2421 0.0373 1.0991 1.14
O 5.2036 0.0276 -0.5190 -0.51
C 3.8572 -0.0273 -0.5347 1.11
C 3.1618 -1.2376 -0.5026 -0.59
C 1.7911 -1.1696 -0.5126 0.24
N 1.1574 0.0055 -0.6008 -0.40
C 1.8245 1.1691 -0.5225 0.42
C 3.1941 1.2021 -0.5155 -0.68
C 0.9433 2.3810 -0.2340 0.41
O 1.3052 3.4910 -0.5132 -0.59
O -0.1772 2.0101 0.3714 -0.66
C 0.8752 -2.3545 -0.2195 0.42
O 1.2121 -3.4763 -0.4880 -0.60
O -0.2403 -1.9525 0.3711 -0.66
H 5.5706 -0.8630 -0.4916 0.31
H 3.6602 -2.1960 -0.4238 0.44
H 3.7344 2.1356 -0.4491 0.53
C -1.2148 -0.0348 3.5093 -2.26
C 0.3422 -0.0291 3.7293 1.35
O 1.1043 -0.0484 2.5503 -0.75
C 0.7068 -1.2769 4.5719 0.52
F -0.0082 -1.2927 5.7168 -0.27
F 2.0017 -1.3064 4.8853 -0.24
F 0.4255 -2.3974 3.9086 -0.24
C 0.7045 1.2474 4.5300 0.54
F 1.9956 1.2868 4.8555 -0.24
F -0.0230 1.3100 5.6653 -0.27
F 0.4326 2.3411 3.8197 -0.23
H -1.5459 -0.9434 2.9990 0.61
H -1.5593 0.8668 2.9961 0.65
H -1.7011 -0.0302 4.4770 0.48

Record 2
115
Properties=species:S:1:pos:R:3:mulliken_charge:R:1 method="wB97M-V/def2-TZVPD" total_charge=0 gap_ev=9.000 homo_energy_ev=-9.363 largest_force_ev_per_a=3.8
C 4.4375 -0.3088 -0.5645 -1.27
C 3.3684 -1.3189 -0.1375 0.04
O 2.2493 -0.6302 0.4718 -0.49
B 1.0501 -1.2236 0.1752 0.94
O 0.9604 -2.6053 0.3177 -0.55
C -0.1769 -0.3469 -0.3486 0.91
C -1.5080 -1.0531 -0.0094 -1.51
C -2.3426 -1.5825 -1.1916 -0.66
C -2.8639 -0.4933 -2.1667 -0.69
I -1.3573 -3.2188 -2.2416 -0.24
N 0.1867 -0.2331 -1.8313 0.03
C 1.1262 0.8133 -1.9514 -0.04
O 1.8120 0.9627 -2.8898 -0.64
C 1.0785 1.7253 -0.7365 -0.63
C -0.1076 1.1455 0.0630 -0.37
C -1.3483 2.0396 -0.1390 -0.34
C -1.5052 2.6969 -1.4794 -0.40
O -2.5358 2.6302 -2.0429 -0.35
H 5.3943 -0.8123 -0.5160 0.47
H 4.4029 0.5749 0.0582 0.07
H 4.2692 -0.0756 -1.6070 0.36
H 3.0795 -1.8377 -1.0496 0.25
H 3.7650 -2.0132 0.5872 0.22
H 1.1344 -3.0808 -0.5076 0.25
H -1.3703 -1.9007 0.6469 0.36
H -2.1666 -0.3861 0.5377 0.60
H -3.2340 -2.0657 -0.7306 0.75
H -2.0745 -0.2367 -2.8611 0.26
H -3.2020 0.3759 -1.6280 -0.26
H -3.6344 -0.9354 -2.7674 0.65
H 0.7955 -1.0298 -2.0305 0.50
H 1.9377 1.5743 -0.0910 -0.47
H 1.1052 2.7925 -0.9150 1.07
H 0.1804 1.1539 1.1085 0.49
H -1.2511 2.8502 0.5839 0.64
H -2.2979 1.5605 0.0667 -0.10
H -0.7137 3.2957 -1.9533 0.45
O -5.1447 -2.0278 -1.4288 -0.54
H -5.3580 -2.0783 -2.3694 0.29
H -5.9600 -1.7083 -1.0253 0.25
O -3.8361 -4.6364 -5.0479 -0.64
H -3.5647 -5.5451 -4.8584 0.34
H -3.1961 -4.0983 -4.5681 0.23
O -4.9490 1.6389 0.2822 -0.63
H -4.3351 2.0669 -0.3294 0.27
H -5.6332 2.3047 0.4249 0.35
O 0.0769 0.2032 -5.2966 -0.69
H 0.3423 -0.7004 -5.0867 0.33
H 0.7071 0.7466 -4.8049 0.31
O 3.8419 -3.5940 2.2195 -0.59
H 3.1363 -3.6953 1.5678 0.24
H 3.6173 -4.2316 2.9103 0.30
O 5.1692 -5.6583 4.0650 -0.61
H 5.8541 -5.1209 3.6513 0.31
H 5.6464 -6.1797 4.7215 0.30
O -7.8387 1.1581 -0.2465 -0.70
H -7.0529 0.8239 0.2072 0.37
H -7.6616 0.9871 -1.1792 0.31
O 4.1021 -0.8338 3.8244 -0.57
H 3.4082 -0.9577 3.1644 0.29
H 3.8786 -1.4659 4.5187 0.27
O -5.6654 -3.2357 -6.7704 -0.63
H -4.9819 -2.7794 -7.2710 0.28
H -5.1727 -3.8484 -6.2026 0.40
O 2.8273 -0.2887 -6.5123 -0.63
H 2.6182 -0.3356 -7.4511 0.29
H 2.0120 0.0352 -6.1057 0.38
O 3.8623 2.5365 1.7777 -0.52
H 4.7608 2.8581 1.6431 0.29
H 3.9838 1.6819 2.2064 0.20
O -9.6491 0.2191 1.7905 -0.65
H -9.0704 0.4241 1.0405 0.38
H -9.7258 1.0523 2.2662 0.31
O 5.4219 1.8312 4.6101 -0.58
H 5.3565 2.0607 5.5449 0.32
H 5.1098 0.9205 4.5603 0.27
O 1.7016 4.1341 -3.2235 -0.63
H 2.6048 4.3060 -3.5114 0.27
H 1.7140 3.2141 -2.9368 0.32
O 6.1829 2.2196 7.8027 -0.60
H 5.9749 3.0723 8.2007 0.31
H 7.0327 1.9782 8.1870 0.30
O 2.5076 0.6202 6.3718 -0.63
H 3.2374 0.4491 6.9778 0.32
H 2.8773 0.4415 5.4986 0.30
O -2.5800 -6.5634 -3.4778 -0.67
H -2.7699 -5.9745 -2.7298 0.32
H -2.2487 -7.3696 -3.0688 0.29
O -4.3250 3.9268 -4.2156 -0.65
H -3.6996 4.3463 -4.8159 0.30
H -3.7807 3.3376 -3.6782 0.38
O 1.8909 4.9888 0.9876 -0.60
H 2.3022 4.1807 1.3217 0.25
H 2.3311 5.6910 1.4799 0.30
O 1.6397 7.9912 -0.4073 -0.63
H 1.5386 7.1266 0.0054 0.30
H 0.7795 8.4174 -0.2871 0.37
O -1.1062 9.2150 -0.5781 -0.69
H -1.6466 8.5348 -0.9960 0.33
H -0.8658 9.8058 -1.3015 0.34
O -3.2753 -5.2690 -0.6262 -0.54
H -3.5013 -6.1376 -0.2719 0.26
H -4.0043 -4.7013 -0.3457 0.29
O -1.2424 -0.6856 3.0897 -0.61
H -0.6217 -1.2885 2.6653 0.24
H -1.2588 -0.9737 4.0094 0.30
O 6.9364 -4.6895 6.4700 -0.63
H 7.5827 -4.1963 5.9532 0.33
H 6.1372 -4.1455 6.4283 0.32
O 4.6009 -3.0960 7.4448 -0.63
H 4.5098 -2.8846 8.3806 0.30
H 4.2460 -3.9904 7.3708 0.33
O -5.8157 1.2082 -4.1387 -0.59
H -5.3250 1.3377 -4.9575 0.30
H -5.8421 2.0899 -3.7495 0.29

Record 3
25
Properties=species:S:1:pos:R:3:mulliken_charge:R:1 method="wB97M-V/def2-TZVPD" total_charge=-1 gap_ev=6.637 homo_energy_ev=-3.825 largest_force_ev_per_a=2.4
Au 9.9960 3.7181 5.2802 0.27
Cl 11.4087 3.6522 10.5880 -0.23
C 12.4831 3.5002 9.2744 0.13
C 13.8885 3.3798 9.4289 -0.59
C 14.6721 3.4590 8.3010 0.52
Cl 16.3633 3.5497 8.5538 -0.31
C 14.1572 3.5187 6.9497 0.32
C 14.9636 3.3728 5.8100 -0.46
C 14.3691 3.3059 4.5831 -0.83
C 12.9553 3.4079 4.5236 -0.05
N 12.2158 3.5896 5.5673 -0.52
C 12.7658 3.6226 6.7774 0.26
C 11.9004 3.6190 7.9698 0.24
O 10.6454 3.6895 7.8800 -0.81
H 14.3323 3.3535 10.4156 0.41
H 16.0288 3.3332 5.9456 0.41
H 14.9678 3.2576 3.6778 0.36
H 12.4304 3.3577 3.5748 0.32
C 6.0176 2.7001 5.3018 -0.61
O 7.4330 2.5978 5.5823 -0.20
C 8.1197 3.4328 4.7732 0.18
O 7.5719 3.9736 3.8168 -0.56
H 5.5482 1.9807 6.0049 0.20
H 5.8047 2.4666 4.2656 0.26
H 5.7262 3.7139 5.5284 0.27

Record 4
30
Properties=species:S:1:pos:R:3:mulliken_charge:R:1 method="wB97M-V/def2-TZVPD" s_squared=3.79 total_charge=0 gap_ev="6.060 / 5.499" homo_energy_ev="-7.212 / -7.464" multiplicity=4 largest_force_ev_per_a=4.6
Mo 0.1696 0.8157 -1.2951 -0.40
N -1.5467 4.8178 -1.6229 -0.38
C -1.4248 3.5289 -1.2450 0.56
S -1.5926 2.2893 -2.5023 -0.31
N -1.1937 3.2955 0.0418 -1.14
N -0.7166 2.0217 0.2932 0.68
C -0.9217 1.4860 1.4827 -0.92
C -0.8843 0.0632 1.5511 0.90
C -1.0777 -0.5942 2.7652 -0.65
C -1.2181 -1.9993 2.7549 -0.31
C -1.1133 -2.7033 1.5326 -0.97
C -0.8996 -1.9338 0.3970 -0.21
N -0.6783 -0.6213 0.4322 0.16
H -1.8758 5.1662 -2.5533 0.23
H -1.3485 5.4588 -0.8772 0.25
H -1.4328 2.0827 2.2340 0.41
H -1.1257 0.0277 3.7495 0.26
H -1.4619 -2.4805 3.5923 0.60
H -1.3842 -3.7403 1.4153 0.41
H -0.7316 -2.3199 -0.6557 0.49
O 3.7029 -5.0282 -0.2019 -0.49
C 3.1121 -4.0523 -0.4952 0.54
S 3.3898 -2.4479 0.4547 -0.17
C 2.3173 -1.4237 -0.5773 0.49
C 1.5908 -2.0688 -1.5108 -0.19
S 0.4785 -1.2200 -2.6131 -0.21
S 1.8576 -3.8039 -1.7833 -0.13
S 2.2576 0.2142 -0.1025 -0.29
S 2.3466 3.1018 -2.6084 -0.23
C 1.4049 2.0682 -2.0522 1.01

Record 5
23
Properties=species:S:1:pos:R:3:mulliken_charge:R:1 method="wB97M-V/def2-TZVPD" total_charge=0 gap_ev=8.324 homo_energy_ev=-8.369 largest_force_ev_per_a=1.8
C -0.0028 4.4128 -0.5533 -0.41
C 1.2831 4.3645 -1.0784 -0.26
N 1.9699 3.2434 -1.2215 -0.64
C 1.4079 2.1119 -0.8474 -0.17
C 0.1213 2.0424 -0.3073 0.22
C -0.4608 0.7846 0.0908 0.37
N -1.6438 0.5985 0.6011 -0.35
N -1.7851 -0.7109 0.8242 -0.51
C -0.6775 -1.2847 0.4406 0.67
C -0.3868 -2.6817 0.4970 0.29
C -1.1668 -3.7206 0.9481 -0.53
C -0.3914 -4.8839 0.7761 -0.39
C 0.7933 -4.4717 0.2378 -0.47
O 0.8062 -3.1459 0.0655 -0.37
O 0.2106 -0.3855 -0.0382 -0.32
C -0.5983 3.2299 -0.1591 -0.34
H -0.5212 5.3538 -0.4573 0.39
H 1.7906 5.2640 -1.4007 0.37
H 2.0017 1.2172 -0.9804 0.49
H -2.1565 -3.6342 1.3436 0.54
H -0.6723 -5.8879 1.0179 0.46
H 1.6722 -5.0114 -0.0551 0.45
H -1.5934 3.1953 0.2561 0.50

Record 6
25
Properties=species:S:1:pos:R:3:mulliken_charge:R:1 method="wB97M-V/def2-TZVPD" s_squared=2.04 total_charge=+2 gap_ev="8.369 / 6.831" homo_energy_ev="-16.429 / -17.435" multiplicity=3 largest_force_ev_per_a=8.4
O 0.5527 -0.6745 -5.6933 -0.15
C 0.5364 -0.6989 -4.5467 0.42
Ni 0.5184 -0.6783 -2.3502 0.11
O 2.3764 -2.7982 -1.4385 -0.17
C 1.6698 -2.0001 -1.8905 0.34
C -0.4849 0.8429 -2.0330 0.37
O -1.1171 1.6974 -1.5772 -0.16
C -0.8835 -1.8801 -2.0653 0.33
O -1.7220 -2.5914 -1.7156 -0.17
C 1.9231 0.3822 -1.9555 0.35
O 2.8598 1.0158 -1.6689 -0.19
N 0.7443 -0.9875 0.6925 -0.30
C 0.0188 -0.0870 1.4478 0.85
C -1.3708 -0.1266 1.4250 -0.19
C -2.1035 0.8230 2.1530 -0.65
C -1.4246 1.8221 2.8762 -0.36
C -0.0250 1.8773 2.8664 -0.71
C 0.7001 0.9359 2.1411 -0.40
H 0.3227 -1.9264 0.5717 0.37
H 1.7327 -1.0216 0.8478 0.29
H -1.8920 -0.8787 0.8078 0.33
H -3.2059 0.7816 2.1458 0.41
H -2.0057 2.5580 3.4415 0.44
H 0.4894 2.6446 3.4233 0.44
H 1.7902 0.9686 2.0946 0.38